1.
Computed, not measured: C4H8O2 in the gas phase at a distorted geometry, with wB97M-V/def2-TZVPD.

Energy above the lowest of the compared OMol25 structures with the same formula, charge and spin ... 74.2 kcal per mole
SMILES ... CO[C@H]1C[C@H]1O
E ... -307.5942 Eh
Frontier orbital gap ... 10.497 eV
2S+1 ... 1
Largest force on an atom ... 2.06 eV/Å
HOMO ... -0.34746 hartree

The geometry in XYZ format:
```
14
C4H8O2, DFT wB97M-V/def2-TZVPD
C -1.054 -1.166 -1.217
O 0.011 -1.102 -0.255
C 0.595 0.164 -0.326
C -0.340 1.133 0.497
C 1.040 0.825 0.947
O 1.299 0.053 2.061
H -0.666 -1.368 -2.222
H -1.653 -0.247 -1.270
H -1.685 -1.993 -0.919
H 1.364 0.182 -1.168
H -1.097 0.624 1.156
H -0.662 2.086 0.127
H 1.720 1.658 0.812
H 1.129 -0.850 1.776
```

---

2.
Computed, not measured: C6H8S2 in the gas phase at a distorted geometry, with wB97M-V/def2-TZVPD.

Energy above the lowest of the compared OMol25 structures with the same formula, charge and spin ... 56.6 kcal per mole
SMILES ... S[C@H]1C=CC=C[C@@H]1S
E ... -1029.7009 Eh
Frontier orbital gap ... 8.783 eV
2S+1 ... 1
Largest force on an atom ... 6.22 eV/Å
HOMO ... -0.30873 hartree

The geometry in XYZ format:
```
16
C6H8S2, DFT wB97M-V/def2-TZVPD
S -2.193 -1.447 0.320
C -0.597 -1.048 -0.559
C -0.880 0.261 -1.138
C -0.382 1.379 -0.613
C 0.353 1.458 0.616
C 0.841 0.331 1.195
C 0.812 -1.044 0.593
S 2.245 -1.329 -0.391
H -2.331 -0.170 0.783
H -0.587 -1.982 -1.208
H -1.365 0.305 -2.029
H -0.470 2.469 -1.027
H 0.618 2.350 1.191
H 1.483 0.473 2.083
H 0.596 -1.642 1.378
H 1.859 -0.365 -1.195
```

---

3.
Computed, not measured: a molecular structure, C42H60Cl2N5O7SScSi at a distorted geometry, with wB97M-V/def2-TZVPD.

Energy above the lowest of the compared OMol25 structures with the same formula, charge and spin ... 12.6 kcal per mole
E ... -4806.1849 Eh
Frontier orbital gap ... 6.128 eV
2S+1 ... 1
Largest force on an atom ... 1.37 eV/Å
Net charge ... -2
HOMO ... -0.07627 hartree

The geometry in XYZ format:
```
119
C42H60Cl2N5O7SScSi, DFT wB97M-V/def2-TZVPD
Sc -1.464 1.616 -0.358
C 2.347 1.719 -2.099
C 1.144 2.421 -1.508
O 0.503 1.812 -0.597
C 0.834 3.708 -1.942
C -0.255 4.434 -1.425
C -0.342 5.925 -1.643
N -1.146 3.826 -0.680
N -2.017 4.625 0.046
C -2.719 3.889 0.874
O -2.634 2.611 0.956
C -3.613 4.595 1.816
C -3.580 5.980 1.959
C -4.388 6.605 2.891
C -5.248 5.854 3.681
C -5.285 4.474 3.545
C -4.477 3.849 2.617
H 2.499 0.781 -1.571
H 3.244 2.333 -2.041
H 2.124 1.495 -3.139
H 1.475 4.176 -2.673
H 0.375 6.247 -2.393
H -0.144 6.437 -0.702
H -1.350 6.196 -1.949
H -2.906 6.537 1.328
H -4.354 7.684 3.007
H -5.898 6.340 4.397
H -5.950 3.883 4.164
H -4.488 2.777 2.492
C -5.087 1.893 -0.525
N -4.040 1.455 -1.438
C -4.096 2.219 -2.677
C -4.136 0.021 -1.578
C -4.953 -0.605 -2.502
C -5.022 -1.991 -2.569
C -4.237 -2.754 -1.720
C -3.426 -2.149 -0.780
C -3.381 -0.752 -0.662
N -2.583 -0.119 0.257
C -2.684 -0.392 1.574
C -3.754 -1.100 2.163
C -3.893 -1.181 3.533
C -2.977 -0.576 4.376
C -1.887 0.088 3.822
C -1.720 0.174 2.457
N -0.591 0.818 1.837
C 0.446 -0.184 1.577
C -0.026 1.906 2.625
H -6.094 1.684 -0.936
H -4.974 1.363 0.420
H -5.003 2.965 -0.336
H -5.099 2.216 -3.139
H -3.830 3.256 -2.450
H -3.379 1.818 -3.392
H -5.545 -0.019 -3.192
H -5.661 -2.464 -3.304
H -4.248 -3.833 -1.800
H -2.760 -2.731 -0.158
H -4.496 -1.553 1.519
H -4.744 -1.705 3.953
H -3.096 -0.614 5.451
H -1.163 0.543 4.486
H 0.800 -0.642 2.513
H 0.069 -0.971 0.923
H 1.295 0.275 1.075
H 0.530 1.542 3.506
H 0.668 2.467 1.995
H -0.826 2.573 2.951
Cl -0.424 -2.259 -4.389
C -1.478 -1.116 -3.594
Cl -2.811 -0.721 -4.687
C -0.779 0.255 -3.252
O 0.133 0.625 -3.966
O -1.340 0.850 -2.295
H -1.901 -1.588 -2.707
C 5.548 -1.667 1.339
C 4.425 -0.640 1.177
C 4.872 0.424 0.166
C 4.115 -0.001 2.542
O 3.238 -1.223 0.721
Si 2.963 -2.467 -0.330
S 0.976 -2.621 -0.750
O 4.062 -2.151 -1.531
C 4.288 -2.790 -2.756
C 4.985 -4.140 -2.518
C 2.989 -3.018 -3.532
C 5.203 -1.846 -3.559
O 3.626 -3.854 0.347
C 3.025 -4.673 1.310
C 4.137 -5.539 1.931
C 1.978 -5.566 0.634
C 2.353 -3.845 2.409
H 6.478 -1.172 1.616
H 5.671 -2.196 0.401
H 5.288 -2.389 2.107
H 5.840 0.855 0.429
H 4.129 1.214 0.114
H 4.933 -0.056 -0.807
H 4.989 0.523 2.929
H 3.828 -0.778 3.249
H 3.288 0.698 2.445
H 4.380 -4.713 -1.822
H 5.970 -3.986 -2.077
H 5.096 -4.691 -3.451
H 2.334 -3.669 -2.960
H 3.187 -3.461 -4.508
H 2.473 -2.071 -3.664
H 6.105 -1.625 -2.987
H 4.675 -0.913 -3.745
H 5.485 -2.296 -4.510
H 4.700 -6.034 1.142
H 3.707 -6.300 2.580
H 4.824 -4.927 2.514
H 2.460 -6.231 -0.080
H 1.288 -4.912 0.102
H 1.436 -6.161 1.366
H 3.051 -3.099 2.783
H 2.026 -4.481 3.230
H 1.498 -3.327 1.985
```

---

4.
Computed, not measured: 4 unconnected molecules or ions with the total composition C9H27NO7S4 at a distorted geometry, with wB97M-V/def2-TZVPD.

Energy above the lowest of the compared OMol25 structures with the same formula, charge and spin ... 73.8 kcal per mole
E ... -2532.9961 Eh
Frontier orbital gap ... 8.778 eV
2S+1 ... 1
Largest force on an atom ... 5.74 eV/Å
HOMO ... -0.31422 hartree

The geometry in XYZ format:
```
48
C9H27NO7S4, DFT wB97M-V/def2-TZVPD
C 1.488 0.969 3.344
C 2.295 0.193 2.143
O 2.862 1.128 1.159
C 3.500 -0.799 2.646
O 3.443 -1.069 4.096
S 4.652 -0.225 4.954
O 4.754 1.267 4.452
O 4.249 -0.069 6.632
N 2.922 -0.185 6.818
H 2.165 1.535 4.113
H 0.778 1.772 2.819
H 0.747 0.266 3.954
H 1.492 -0.500 1.601
H 2.310 0.996 0.332
H 4.584 -0.459 2.283
H 3.326 -1.852 2.111
H 2.699 0.366 7.680
H 2.369 0.285 6.052
C 2.920 -0.596 -2.867
S 1.558 0.571 -2.630
O 1.191 0.547 -1.176
C 0.323 -0.406 -3.520
H 3.804 -0.207 -2.356
H 2.657 -1.568 -2.445
H 3.135 -0.695 -3.934
H 0.221 -1.391 -3.057
H 0.624 -0.512 -4.564
H -0.635 0.117 -3.471
C -3.255 -0.391 -6.441
S -3.331 0.887 -5.163
O -2.174 0.665 -4.234
C -4.813 0.244 -4.349
H -2.371 -0.213 -7.059
H -3.181 -1.378 -5.979
H -4.149 -0.335 -7.067
H -4.642 -0.783 -4.017
H -5.655 0.279 -5.044
H -5.034 0.872 -3.483
C -2.178 -0.308 0.409
S -2.253 0.969 1.687
O -1.097 0.747 2.616
C -3.736 0.327 2.501
H -1.294 -0.130 -0.209
H -2.104 -1.295 0.871
H -3.072 -0.252 -0.216
H -3.564 -0.700 2.833
H -4.578 0.361 1.806
H -3.957 0.955 3.367
```

---

5.
Computed, not measured: a molecular structure, C26H29BN9O4SeSiY, with wB97M-V/def2-TZVPD.

Energy above the lowest of the compared OMol25 structures with the same formula, charge and spin ... 0.0 kcal per mole
E ... -4556.3175 Eh
Frontier orbital gap ... 6.510 eV
2S+1 ... 1
Largest force on an atom ... 0.31 eV/Å
HOMO ... -0.27782 hartree

The geometry in XYZ format:
```
72
C26H29BN9O4SeSiY, DFT wB97M-V/def2-TZVPD
Y 0.328 -0.365 -0.144
C -1.024 3.871 1.399
C -1.264 2.518 1.159
N -0.161 1.918 0.717
N 0.804 2.860 0.672
C 0.310 4.038 1.082
B 2.296 2.543 0.370
N 2.794 1.444 1.323
C 3.753 1.555 2.257
C 3.925 0.326 2.856
C 3.010 -0.506 2.206
N 2.330 0.173 1.285
N 2.479 2.063 -1.084
C 3.174 2.660 -2.064
C 3.151 1.842 -3.176
C 2.404 0.732 -2.773
N 2.001 0.877 -1.513
H -1.711 4.612 1.770
H -2.176 1.957 1.291
H 0.944 4.907 1.134
H 2.930 3.548 0.538
H 4.243 2.499 2.427
H 4.611 0.066 3.643
H 2.814 -1.555 2.359
H 3.644 3.615 -1.899
H 3.620 2.013 -4.129
H 2.133 -0.150 -3.332
O -1.277 -0.546 4.195
C -0.551 -1.595 4.627
C -0.551 -1.849 5.998
C 0.162 -2.911 6.515
C 0.893 -3.747 5.673
C 0.896 -3.503 4.316
C 0.183 -2.432 3.766
C 0.233 -2.197 2.305
O -0.441 -1.187 1.807
N 0.970 -2.994 1.581
N 0.950 -2.610 0.250
C 1.512 -3.414 -0.576
C 1.512 -3.247 -2.014
C 2.290 -4.125 -2.783
C 2.292 -4.080 -4.158
C 1.472 -3.151 -4.804
C 0.682 -2.286 -4.076
C 0.692 -2.293 -2.669
O -0.047 -1.428 -2.012
H -1.167 -0.519 3.217
H -1.125 -1.190 6.637
H 0.150 -3.092 7.582
H 1.450 -4.581 6.078
H 1.451 -4.137 3.638
H 1.994 -4.305 -0.172
H 2.903 -4.855 -2.266
H 2.908 -4.760 -4.730
H 1.449 -3.111 -5.886
H 0.034 -1.568 -4.565
C -0.813 4.729 -2.669
Si -2.189 3.511 -2.966
C -3.565 3.690 -1.731
C -2.820 3.580 -4.712
Se -1.130 1.454 -2.623
H -1.166 5.745 -2.865
H 0.042 4.533 -3.319
H -0.475 4.674 -1.632
H -4.060 4.654 -1.876
H -3.170 3.654 -0.714
H -4.311 2.903 -1.844
H -3.271 4.552 -4.922
H -3.571 2.807 -4.884
H -2.004 3.421 -5.421
O -2.177 -0.011 -0.677
N -2.562 0.707 -1.546
```

---

6.
Computed, not measured: 32 unconnected molecules or ions with the total composition C19H97FNO34 at a distorted geometry, with wB97M-V/def2-TZVPD.

Energy above the lowest of the compared OMol25 structures with the same formula, charge and spin ... 0.0 kcal per mole
E ... -3494.6817 Eh
Frontier orbital gap (alpha / beta) ... 8.157 / 8.878 eV
2S+1 ... 2
<S²> ... 0.754
Largest force on an atom ... 3.94 eV/Å
HOMO (alpha / beta) ... -0.32522 / -0.35170 hartree

The geometry in XYZ format:
```
152
C19H97FNO34, DFT wB97M-V/def2-TZVPD
C 4.572 -3.271 1.654
C 3.734 -4.484 1.040
O 4.254 -5.621 1.132
O 2.455 -4.364 0.455
C 2.491 -3.601 -0.790
C 1.001 -3.068 -1.128
C 0.998 -1.559 -1.719
C 0.222 -0.562 -0.731
C 0.340 0.991 -1.130
C 0.730 1.951 0.131
C 2.278 2.378 0.081
C 3.096 1.394 1.053
C 4.572 1.025 0.498
F 5.145 0.127 1.485
C 5.397 2.402 0.491
C 6.180 2.630 -0.900
C 5.183 3.333 -1.942
C 7.307 3.751 -0.574
N 6.820 1.384 -1.393
O 7.600 0.903 -0.434
C 5.843 0.330 -1.787
C 5.474 0.349 -3.372
C 6.603 -1.094 -1.575
C 4.515 0.252 -0.896
H 5.290 -2.916 0.844
H 3.906 -2.392 1.922
H 5.132 -3.630 2.585
H 3.127 -2.673 -0.589
H 2.966 -4.178 -1.647
H 0.442 -3.037 -0.130
H 0.557 -3.810 -1.861
H 0.439 -1.601 -2.721
H 2.050 -1.193 -1.964
H -0.901 -0.848 -0.804
H 0.516 -0.728 0.368
H 1.037 1.200 -2.006
H -0.700 1.322 -1.452
H 0.513 1.439 1.132
H 0.064 2.867 0.046
H 2.614 2.352 -1.004
H 2.438 3.458 0.440
H 3.290 1.994 2.015
H 2.453 0.476 1.233
H 6.153 2.349 1.347
H 4.769 3.335 0.659
H 4.781 4.297 -1.464
H 4.334 2.657 -2.286
H 5.798 3.631 -2.850
H 8.198 3.331 -0.014
H 6.787 4.473 0.159
H 7.573 4.381 -1.484
H 6.121 1.143 -3.867
H 4.386 0.691 -3.525
H 5.627 -0.660 -3.869
H 6.015 -1.882 -2.180
H 6.578 -1.453 -0.499
H 7.649 -1.094 -2.037
H 3.605 0.546 -1.533
H 4.346 -0.860 -0.650
O -3.167 -0.510 -1.459
H -4.052 -0.149 -1.321
H -3.326 -1.435 -1.673
O -3.001 -1.684 1.103
H -2.720 -0.982 0.498
H -2.508 -2.459 0.805
O 7.096 2.104 3.684
H 8.035 1.912 3.576
H 6.657 1.314 3.344
O 0.404 -6.074 -1.234
H -0.012 -6.927 -1.059
H 1.143 -6.040 -0.608
O -5.713 -1.285 -1.411
H -6.601 -0.921 -1.270
H -5.872 -2.212 -1.624
O -0.040 3.149 2.682
H -0.453 2.297 2.864
H 0.695 3.189 3.306
O 9.250 -1.941 -3.680
H 9.209 -2.131 -4.628
H 10.148 -1.615 -3.546
O -1.316 -2.728 3.404
H -1.785 -2.393 4.179
H -1.901 -2.500 2.669
O -2.766 2.413 -0.290
H -3.649 2.786 -0.171
H -2.928 1.478 -0.478
O -2.433 -0.267 4.489
H -2.276 -0.375 3.542
H -2.945 0.549 4.547
O -8.247 -0.090 -0.531
H -8.719 0.229 0.251
H -8.827 0.144 -1.265
O -10.469 1.050 1.194
H -10.938 1.368 1.975
H -11.053 1.286 0.459
O 1.283 -3.683 4.787
H 1.621 -2.780 4.761
H 0.383 -3.605 4.443
O 2.933 -3.200 -4.161
H 3.871 -3.397 -4.276
H 2.486 -3.987 -4.500
O -5.500 -1.603 5.111
H -5.547 -1.812 4.174
H -4.597 -1.285 5.232
O 6.070 -1.582 3.639
H 5.695 -1.083 2.901
H 6.112 -0.939 4.358
O 3.904 -5.360 4.160
H 4.089 -5.440 3.215
H 3.396 -4.540 4.226
O -4.333 -3.228 3.564
H -4.344 -4.059 4.053
H -4.327 -3.501 2.638
O -12.392 2.535 3.023
H -12.862 2.855 3.805
H -12.975 2.767 2.288
O -11.575 2.968 -0.540
H -11.961 3.461 -1.277
H -11.525 3.615 0.174
O 8.241 -0.649 2.276
H 8.232 -1.491 2.746
H 8.258 -0.901 1.343
O -3.470 1.678 2.571
H -4.220 1.459 2.006
H -2.883 2.189 1.995
O -1.174 2.323 -3.260
H -1.647 2.640 -2.479
H -1.757 2.555 -3.994
O 8.304 -1.061 -6.237
H 7.831 -0.741 -5.457
H 7.727 -0.824 -6.972
O 8.043 -3.800 0.936
H 8.140 -3.840 1.895
H 7.640 -4.646 0.707
O -13.294 4.615 -2.387
H -12.969 5.523 -2.430
H -14.206 4.678 -2.698
O -13.097 2.572 -4.643
H -13.479 3.060 -5.382
H -13.050 3.224 -3.930
O 0.299 4.403 -1.761
H -0.584 4.763 -1.619
H 0.142 3.475 -1.976
O -0.243 -4.549 -4.455
H -0.138 -4.591 -3.496
H -0.646 -5.395 -4.683
O -10.654 4.607 3.974
H -9.717 4.415 3.859
H -11.100 3.812 3.647
O -14.983 6.087 -0.343
H -14.489 5.336 0.007
H -14.650 6.840 0.160
```

---

Question: Look up the E of the fifth one.
Answer: -4556.3175 Eh

---

Question: E of number 5 (C26H29BN9O4SeSiY)?
Answer: -4556.3175 Eh

---

Question: The highest energy above the lowest of the compared OMol25 structures with the same formula, charge and spin belongs to which entry?
Answer: C4H8O2

---

Question: Which of these has the lowest largest force on an atom?
Answer: C26H29BN9O4SeSiY